Record 1
Below is 2 unconnected molecules or ions with the total composition H2N2O4S in a non-equilibrium geometry, with properties calculated with ωB97M-V with the def2-TZVPD basis set.

Summary:
orbital gap	11.398	eV
LUMO energy	0.6	eV
energy above the lowest of the compared OMol25 structures with the same formula, charge and spin	0.106	eV
max |F|	2.83	eV/Å

Cartesian coordinates (Å):
N  -1.26797  3.81668  0.45161
N  -0.49306  3.80380  -0.36512
O  -2.00981  3.77477  1.36618
O  -0.34053  0.27072  -1.23778
O  -0.45050  1.07564  1.00837
O  1.68427  0.13561  0.15484
S  0.66970  1.05714  -0.20302
H  -0.07063  -0.52988  -1.64446
H  -1.06717  0.35259  1.32964

Löwdin atomic charge list, values in e, 4 entries: atom 1 (N): -0.303, atom 2 (N): 0.217, atom 3 (O): 0.088, atom 4 (O): -0.277



Record 2
Below is 2 unconnected molecules or ions with the total composition C5H9NO4 in a non-equilibrium geometry, with properties calculated with ωB97M-V with the def2-TZVPD basis set.

Summary:
orbital gap	9.587	eV
LUMO energy	0.3	eV
SMILES	O=CN[C@@H]1C[C@@H]1O.O=CO
energy above the lowest of the compared OMol25 structures with the same formula, charge and spin	4.751	eV
max |F|	4.57	eV/Å

Cartesian coordinates (Å):
O  2.25060  1.39313  1.81823
C  1.18802  0.80476  1.72119
N  0.57768  0.42135  0.56250
C  -0.86435  0.42913  0.54592
C  -1.62054  -0.64932  1.27447
C  -1.63713  -0.60063  -0.22568
O  -0.85546  -1.50910  -0.93892
H  0.64275  0.45916  2.62226
H  1.25851  -0.43544  -0.06299
H  -1.28880  1.43401  0.54855
H  -2.52025  -0.37053  1.82205
H  -1.02216  -1.44667  1.71863
H  -2.54666  -0.27823  -0.73740
H  -1.35424  -2.31057  -1.12381
O  2.26841  1.98889  -1.77231
C  1.49041  1.06781  -1.73002
O  2.06030  -0.44158  -1.64455
H  0.51044  1.07740  -2.24669
H  1.46247  -1.03357  -2.15143

Löwdin atomic charge list, values in e, 4 entries: atom 1 (O): 0.046, atom 2 (C): -0.359, atom 3 (N): -0.013, atom 4 (C): -0.272